1.
Molecular formula: C5H12O2
Method: DFT, the ωB97M-V functional and the def2-TZVPD basis

## Properties
maximum force	0.4	eV Å⁻¹
relative energy (zero: lowest compared OMol25 entry of this formula, charge and spin)	14.5	kcal/mol
Kohn-Sham gap	10.939	eV
structure (SMILES)	CC[C@@H](O)[C@@H](C)O
electronic energy	-348.1817	Ha
highest occupied orbital energy	-10.108	eV

```
! RIJCOSX wB97M-V def2-TZVPD def2/J DEFGRID3
* xyz 0 1
C -1.43620 2.12319 -0.48540
C -1.09443 0.65633 -0.23794
C 0.40337 0.45003 -0.05969
O 0.87977 1.42579 0.85816
C 0.80886 -0.93560 0.45314
C 0.00352 -2.13015 -0.04450
O 2.18783 -1.04692 0.10253
H -1.08513 2.73744 0.34872
H -0.94574 2.48978 -1.39529
H -2.51557 2.26664 -0.59845
H -1.62467 0.29675 0.65467
H -1.42139 0.03290 -1.08314
H 0.90129 0.59151 -1.03347
H 1.81073 1.21668 1.00284
H 0.71488 -0.90221 1.55567
H 0.06823 -2.28054 -1.12963
H 0.37215 -3.04109 0.44189
H -1.05189 -2.03252 0.23195
H 2.55623 -1.84788 0.49120
*
```

=====

2.
Molecular formula: C5H12O2
Method: DFT, the ωB97M-V functional and the def2-TZVPD basis

## Properties
maximum force	2.6	eV Å⁻¹
relative energy (zero: lowest compared OMol25 entry of this formula, charge and spin)	90.0	kcal/mol
Kohn-Sham gap	8.173	eV
structure (SMILES)	C=C/C=C/C.O.O
electronic energy	-348.0614	Ha
highest occupied orbital energy	-7.987	eV

```
! RIJCOSX wB97M-V def2-TZVPD def2/J DEFGRID3
* xyz 0 1
C -1.71402 -0.98987 -0.43070
C -0.45523 -0.96945 -1.22830
C 0.57019 -1.83118 -1.16964
C 1.38855 -2.15104 -2.35449
C 1.30820 -1.35895 -3.46729
H -1.39434 -0.91592 0.62722
H -2.49186 -0.26306 -0.65238
H -2.24873 -1.95472 -0.55234
H -0.66568 -0.43256 -2.16991
H 0.53013 -2.48161 -0.28147
H 2.19761 -2.87541 -2.31524
H 2.12851 -0.99491 -4.07757
H 0.34034 -1.30233 -3.97807
H -3.58980 3.14340 2.10964
H -3.56195 3.29377 3.52928
O -4.01361 3.69314 2.77853
H 4.22818 3.08707 5.15234
H 3.24507 2.59601 4.21173
O 4.19844 2.70761 4.26867
*
```

=====

3.
Molecular formula: C5H12O2
Method: DFT, the ωB97M-V functional and the def2-TZVPD basis

## Properties
maximum force	3.3	eV Å⁻¹
relative energy (zero: lowest compared OMol25 entry of this formula, charge and spin)	57.0	kcal/mol
Kohn-Sham gap	9.117	eV
structure (SMILES)	C=C/C=C/C.O.O
electronic energy	-348.1140	Ha
highest occupied orbital energy	-8.644	eV

```
! RIJCOSX wB97M-V def2-TZVPD def2/J DEFGRID3
* xyz 0 1
C -2.28107 1.39422 0.31741
C -0.92240 0.82224 0.49538
C 0.00572 1.12240 -0.46906
C 1.44106 0.81044 -0.32943
C 2.00933 0.58914 0.89358
H -2.67417 1.95596 1.16719
H -2.27333 1.99965 -0.60724
H -2.96631 0.55971 0.14228
H -0.63622 0.48906 1.46287
H -0.24802 1.84653 -1.25364
H 2.04544 0.96755 -1.16066
H 2.91075 0.02105 1.03401
H 1.49616 0.80895 1.83465
H 1.25014 -1.72235 1.06324
H 0.12990 -2.00584 -0.01036
O 0.33647 -2.10433 0.97096
H -0.87506 -2.36730 -1.77704
H -0.69124 -0.83761 -1.60452
O -0.20946 -1.66392 -1.68822
*
```

=====

4.
Molecular formula: C5H12O3
Method: DFT, the ωB97M-V functional and the def2-TZVPD basis

## Properties
maximum force	4.6	eV Å⁻¹
relative energy (zero: lowest compared OMol25 entry of this formula, charge and spin)	70.6	kcal/mol
Kohn-Sham gap	9.393	eV
structure (SMILES)	C=C(O)/C=C/C.O.O
electronic energy	-423.3414	Ha
highest occupied orbital energy	-8.981	eV

```
! RIJCOSX wB97M-V def2-TZVPD def2/J DEFGRID3
* xyz 0 1
C 1.25891 -2.57514 0.20961
C -1.19681 1.68480 1.57270
C -0.66690 0.71916 0.79214
O -0.26473 1.05589 -0.54465
C -0.11295 -0.65768 1.01095
C 0.49696 -1.29841 -0.01538
H 1.97633 -2.89450 -0.57001
H 2.01976 -2.47483 1.02441
H 0.70254 -3.47811 0.65405
H -1.43642 2.64369 1.15170
H -1.60056 1.66395 2.51978
H -0.90456 1.84770 -0.79776
H -0.07513 -1.00568 2.05158
H 0.68505 -0.86279 -0.97761
H 1.50311 1.60607 -0.12583
H 2.27198 2.16943 -1.16219
O 2.46854 1.72364 -0.29217
H -1.68216 -0.29167 -1.41050
H -2.95680 -1.15431 -1.49862
O -2.10110 -0.90520 -1.94807
*
```